Below is C13H26InN4O4S as an isolated structure, with properties calculated with the ωB97M-V functional and the def2-TZVPD basis.

Summary:
Net charge: +3
LUMO energy in Ha: -0.3297
HOMO in eV: -18.757
Kohn-Sham gap in eV: 9.787

Each line ends with the Mulliken charge.
Geometry (Å):
In  -0.29057  0.13435  0.73084  2.0709
C  3.98672  -2.02209  1.12675  -0.9632
N  3.13937  -2.16344  -0.06449  0.0908
C  3.62150  -3.13760  -1.04422  -0.9639
C  2.02645  -1.50328  -0.17513  1.3003
O  1.60728  -0.74306  0.76689  -0.9439
C  1.19053  -1.61240  -1.45111  -1.2473
O  0.18634  -0.59480  -1.47118  -0.7158
C  0.35153  0.47424  -2.40513  -0.8700
C  -0.02465  1.79944  -1.75427  0.8804
O  -0.37610  1.82640  -0.52293  -0.9259
N  0.01343  2.88300  -2.47313  0.0865
C  -0.36280  4.18544  -1.90775  -0.9252
C  0.31726  2.90194  -3.90647  -0.9196
H  5.02674  -1.99442  0.80879  0.3396
H  3.74819  -1.10746  1.65721  0.3213
H  3.85409  -2.87494  1.79264  0.3585
H  4.59408  -2.83076  -1.42708  0.3638
H  3.74951  -4.09840  -0.54551  0.3650
H  2.93599  -3.27618  -1.87486  0.3765
H  1.82958  -1.53768  -2.32893  0.5817
H  0.67485  -2.57412  -1.45978  0.5114
H  1.38418  0.53425  -2.75378  0.6224
H  -0.31036  0.29428  -3.25429  0.4720
H  -0.32324  4.15695  -0.82587  0.2666
H  0.32790  4.94156  -2.27205  0.3319
H  -1.36976  4.45284  -2.23017  0.3757
H  0.84931  2.01504  -4.23844  0.3787
H  -0.60570  2.99875  -4.48049  0.3557
H  0.93748  3.76800  -4.12318  0.3317
N  -0.85990  2.28832  2.90975  0.0373
C  -0.92231  2.49509  4.23096  -0.0171
C  -0.46830  1.34965  4.85704  -0.8371
C  -0.13272  0.47736  3.83058  -0.1942
N  -0.36520  1.05877  2.64269  -0.1868
H  -1.05998  2.94715  2.17569  0.1669
H  -1.26741  3.42512  4.65434  0.4938
H  -0.38417  1.17866  5.91644  0.4088
H  0.27499  -0.51953  3.88697  0.5284
C  -3.51564  -2.94165  -0.28341  -0.9940
S  -3.34506  -1.22790  0.18930  0.5279
C  -4.36153  -1.21817  1.66063  -0.9982
O  -1.88575  -1.17036  0.78102  -0.5132
H  -3.28604  -3.59621  0.55568  0.3605
H  -2.85600  -3.14342  -1.12493  0.3268
H  -4.55017  -3.08479  -0.60362  0.4495
H  -4.06928  -2.03166  2.32217  0.3501
H  -5.40356  -1.32687  1.35450  0.4549
H  -4.23110  -0.25540  2.15129  0.3288

Forces on atoms 1 to 6 (eV/Å):
In 0.09 0.11 -0.35
C 0.15 0.01 0.27
N -0.07 0.10 0.12
C 0.17 -0.24 -0.21
C 0.05 0.01 -0.13
O -0.33 0.01 0.03

Below is C32H59BN3O10PtS5 as an isolated structure, with properties calculated with the ωB97M-V functional and the def2-TZVPD basis.

Summary:
Net charge: +1
LUMO energy (alpha / beta) in Ha: -0.0995 / -0.1658
HOMO (alpha / beta) in eV: -9.747 / -9.747
Kohn-Sham gap (alpha / beta) in eV: 7.040 / 5.236
Multiplicity: 3
Energy above the lowest of the compared OMol25 structures with the same formula, charge and spin in eV: 0.000

Each line ends with the Mulliken charge.
Geometry (Å):
Pt  8.28460  20.94798  -2.64581  4.9340
B  6.71292  21.74216  -4.16324  4.4649
H  6.41393  20.85557  -4.70067  -1.8129
H  6.10753  22.59302  -4.43490  -2.0797
H  6.49683  21.54123  -3.12538  -0.1696
H  7.73726  22.02734  -4.34665  -0.4671
C  4.40088  16.24407  -3.24999  -0.8653
C  4.20165  17.36111  -4.32663  -0.8394
C  4.49121  18.79873  -3.75793  0.9401
S  5.67068  18.44029  -2.30451  0.8325
O  4.95403  19.00278  -1.11459  -0.6687
O  7.05223  18.86481  -2.56829  -0.7002
C  5.61569  16.61648  -2.41805  -0.6582
H  4.48168  15.24204  -3.67132  0.4416
H  3.57296  16.25147  -2.54104  0.3290
H  3.26950  17.36388  -4.89160  0.5040
H  4.97118  17.15527  -5.07064  0.2271
H  3.59828  19.25884  -3.33472  0.2555
H  4.99379  19.49214  -4.43224  -0.7201
H  5.79821  16.14793  -1.45097  0.4927
H  6.49862  16.34107  -2.99483  0.2301
C  4.71893  25.43463  -5.61126  0.9677
C  5.03174  26.89603  -5.20564  -0.6846
C  3.78985  27.48045  -4.48040  -0.8230
S  2.40259  26.95796  -5.50420  1.0882
O  2.35808  27.90992  -6.61635  -0.6467
O  1.19684  26.56065  -4.72272  -0.6382
C  3.26686  25.33548  -5.98069  -0.6678
H  4.91136  24.64160  -4.88863  -0.9318
H  5.41151  25.07119  -6.37043  0.2774
H  5.15985  27.42294  -6.15118  0.5117
H  5.96977  27.03194  -4.66738  0.0737
H  3.73013  28.53173  -4.19878  0.5915
H  3.54160  26.83783  -3.63569  0.2607
H  3.13023  25.05137  -7.02411  0.3311
H  2.97725  24.50988  -5.33060  0.1657
C  11.25438  18.66245  -6.98068  -0.4371
C  10.90362  17.28964  -6.38102  -0.8383
C  10.15066  17.49915  -5.08534  -0.6690
S  8.99396  18.82884  -5.50334  0.8803
O  8.94683  19.86319  -4.42503  -2.0621
O  7.74782  18.21867  -5.94621  -0.7905
C  9.96612  19.50798  -7.00263  -0.1302
H  11.61661  18.60835  -8.00731  0.4262
H  12.01243  19.19011  -6.40186  0.2421
H  11.76152  16.66516  -6.13183  0.4245
H  10.32230  16.65430  -7.04923  0.3142
H  10.90861  17.93191  -4.43241  0.2746
H  9.69790  16.68164  -4.52428  0.5654
H  10.12547  20.57452  -6.84382  -0.3811
H  9.32104  19.30318  -7.85703  0.4997
C  13.04315  23.47902  -5.31013  -0.5630
C  13.88551  23.27541  -4.03471  -0.7451
C  12.88770  22.89813  -2.85315  -0.7729
S  11.61132  21.79305  -3.68945  0.5573
O  10.19524  22.07746  -3.35755  -0.7356
O  12.07503  20.39778  -3.81790  -0.6584
C  11.84064  22.56784  -5.30684  0.3465
H  13.77022  23.17564  -6.06341  0.2728
H  12.75421  24.51001  -5.51426  0.3538
H  14.39716  24.20217  -3.77501  0.3960
H  14.67582  22.52509  -4.05780  0.3667
H  12.38969  23.79173  -2.47691  0.3145
H  13.33758  22.44073  -1.97195  0.5237
H  10.94010  23.18187  -5.29721  -0.6411
H  11.57701  21.91285  -6.13725  0.3999
C  7.46808  26.82921  -1.90159  -0.6509
C  6.03479  26.36467  -1.52764  -0.4603
C  5.96473  24.77730  -1.76695  0.2078
S  7.47517  24.12313  -1.07292  0.6480
O  7.95313  22.86884  -1.67824  -0.5369
O  7.47812  24.19609  0.38911  -0.6617
C  8.41749  25.58754  -1.72009  -0.2423
H  7.72360  27.63951  -1.21878  0.3323
H  7.51285  27.24711  -2.90729  0.3045
H  5.32057  26.80081  -2.22604  -0.0730
H  5.85786  26.61663  -0.48203  0.4931
H  5.97744  24.54655  -2.83217  -0.7462
H  5.06019  24.37995  -1.30650  0.6782
H  8.70314  25.17441  -2.68746  -0.2148
H  9.35621  25.63166  -1.16786  0.5720
N  5.15789  20.62175  -6.92711  0.5557
C  4.11839  19.91994  -7.44669  -0.0699
C  3.19301  20.75924  -8.03217  -1.5050
C  3.76962  22.04752  -7.88223  0.0385
C  4.94130  21.99508  -7.15279  -0.8298
H  5.91467  20.37101  -6.30701  -0.3031
H  4.11502  18.84743  -7.31974  0.5246
H  2.27189  20.42161  -8.48376  0.4815
H  3.33660  22.98521  -8.19786  0.5098
H  5.49949  22.74016  -6.60535  -0.0251
N  2.94251  21.66075  -4.56287  1.3100
C  3.06218  22.23599  -3.33863  -0.5119
C  1.77970  22.22702  -2.79792  -0.7917
C  0.90087  21.56253  -3.70195  -0.8457
C  1.68110  21.12678  -4.79226  -0.4240
H  3.70848  21.63690  -5.22076  -0.2903
H  4.06406  22.51521  -3.04766  0.1161
H  1.44239  22.67104  -1.87300  0.4764
H  -0.15456  21.33455  -3.67964  0.4526
H  1.43152  20.52800  -5.65572  0.3921
N  9.02892  23.81466  -7.63575  0.0479
C  8.28816  24.11282  -6.51227  -0.1550
C  8.88807  25.28846  -6.07409  -0.0708
C  10.07846  25.55577  -6.81890  -1.3538
C  10.09159  24.60113  -7.79032  -0.4498
H  8.89582  23.07714  -8.31283  0.2273
H  7.44815  23.55175  -6.13018  -0.1215
H  8.48545  25.76641  -5.19327  0.7285
H  10.83959  26.31728  -6.73419  0.5451
H  10.80369  24.48559  -8.59404  0.4118

Forces on atoms 1 to 6 (eV/Å):
Pt 0.00 -0.66 -0.32
B 0.02 -0.43 -1.04
H -0.72 -3.01 -1.93
H -2.10 3.34 -0.46
H -1.66 -0.70 4.30
H 3.71 1.23 -1.44

Below is one molecule with the formula C4H6OS, with properties calculated with the ωB97M-V functional and the def2-TZVPD basis.

Summary:
SMILES: O=CC1CSC1
LUMO energy in Ha: 0.0166
HOMO in eV: -8.791
Kohn-Sham gap in eV: 9.244
Energy above the lowest of the compared OMol25 structures with the same formula, charge and spin in eV: 3.037

Each line ends with the Mulliken charge.
Geometry (Å):
C  -0.84267  1.19530  -0.24120  -0.1246
C  -0.43515  -0.04435  0.27995  0.0438
C  0.92483  -0.20082  1.09677  -0.7034
C  0.05872  -0.83058  -0.85700  -0.6992
H  -1.76989  1.11116  -0.96536  0.3045
H  -1.23327  -0.48758  0.73749  0.4765
H  0.57550  -0.61373  1.99755  0.4193
H  1.16105  0.89299  1.27859  0.2864
H  -0.15863  -1.98081  -1.01105  0.2881
H  -0.09353  -0.48637  -1.87727  0.3916
O  -0.04410  2.19743  -0.09355  -0.5302
S  1.85714  -0.75264  -0.34490  -0.1527

Forces on atoms 1 to 6 (eV/Å):
C 2.93 6.09 -1.15
C 2.42 -1.96 1.24
C -2.06 4.93 -0.93
C 1.68 -4.40 -3.45
H 1.42 0.88 1.28
H -2.24 -1.43 1.37

Below is one molecule with the formula C5H5N3, with properties calculated with the ωB97M-V functional and the def2-TZVPD basis.

Summary:
SMILES: [H]/N=c1\cncccn1
LUMO energy in Ha: -0.0150
HOMO in eV: -9.419
Kohn-Sham gap in eV: 9.011
Energy above the lowest of the compared OMol25 structures with the same formula, charge and spin in eV: 2.717

Each line ends with the Mulliken charge.
Geometry (Å):
C  -0.75807  0.66582  -0.56753  0.4023
C  -1.22253  -0.45358  0.15832  -0.0447
C  0.63310  -0.73292  1.45693  0.0256
C  1.59619  -0.18483  0.74310  -0.4046
C  1.40713  -0.24512  -0.70257  0.0860
H  -2.46991  1.78612  -0.73860  0.2649
H  -2.20388  -0.92737  -0.17169  0.3347
H  0.65703  -0.77053  2.61426  0.2906
H  2.69232  -0.04858  1.02857  0.2880
H  2.37332  -0.42750  -1.12427  0.3843
N  -1.35900  1.74227  -0.97172  -0.6474
N  -0.59648  -1.17726  1.07668  -0.5430
N  0.38637  0.30525  -1.26750  -0.4368

Forces on atoms 1 to 6 (eV/Å):
C -0.30 2.82 -2.39
C -1.95 -4.88 2.28
C -0.58 0.47 5.07
C 2.25 -0.98 -1.40
C -0.23 3.02 1.70
H 3.55 -0.27 0.12

Below is a 2-piece molecular cluster, C14H16O overall, with properties calculated with the ωB97M-V functional and the def2-TZVPD basis.

Summary:
SMILES: Cc1ccc(O)cc1.Cc1ccccc1
LUMO energy in Ha: 0.0271
HOMO in eV: -8.338
Kohn-Sham gap in eV: 9.076
Energy above the lowest of the compared OMol25 structures with the same formula, charge and spin in eV: 0.632

Each line ends with the Mulliken charge.
Geometry (Å):
C  -1.37976  -2.03936  -3.25688  -1.3314
C  1.96945  -0.79988  -2.02075  -0.4108
C  0.83755  -0.94856  -2.80735  -0.4829
C  2.34614  -1.81384  -1.16329  -0.4337
C  -0.03750  -1.99844  -2.57123  0.8533
C  1.57769  -2.97477  -1.06069  -0.6241
C  0.32728  -2.98796  -1.66857  -0.3742
H  2.59608  0.07918  -2.06023  0.4273
H  0.61677  -0.17895  -3.53367  0.3567
H  3.13106  -1.63116  -0.44893  0.3851
H  1.95715  -3.76491  -0.43159  0.3632
H  -2.07036  -1.34792  -2.74655  0.2641
H  -1.89500  -2.98511  -3.07915  0.3519
H  -0.28745  -3.81648  -1.32563  0.3063
H  -1.35688  -1.87109  -4.33330  0.3486
C  -1.29657  3.18841  0.10114  -1.3180
C  -1.31358  1.34311  3.45364  -0.5164
C  -0.01367  0.86952  3.48217  0.8469
C  -1.64806  2.21218  2.43196  -0.5144
C  -0.85855  2.36531  1.29513  0.5223
C  0.84743  1.08550  2.41777  -0.5683
C  0.41185  1.81833  1.33829  -0.4029
O  0.35406  0.11730  4.56663  -0.5510
H  -1.96229  1.14279  4.29611  0.3821
H  -2.60206  2.74415  2.46357  0.3274
H  1.77289  0.53581  2.34567  0.2197
H  1.14168  -0.43102  4.38570  0.3060
H  -1.91775  2.57411  -0.54194  0.2704
H  -0.38788  3.52816  -0.39918  0.3503
H  1.09610  1.96752  0.51362  0.2695
H  -1.95581  4.01809  0.35752  0.3773

Forces on atoms 1 to 6 (eV/Å):
C -0.75 -0.22 0.80
C 0.24 -0.22 -0.07
C 0.21 0.37 0.28
C -0.34 -0.21 0.41
C -0.51 -0.24 -0.43
C 0.21 1.29 0.08

Below is one molecule with the formula C11H20N2O3, with properties calculated with the ωB97M-V functional and the def2-TZVPD basis.

Summary:
SMILES: CC[C@H](C)[C@H](N)C(=O)N1CCC[C@H]1C(=O)O
LUMO energy in Ha: 0.0202
HOMO in eV: -8.816
Kohn-Sham gap in eV: 9.366
Energy above the lowest of the compared OMol25 structures with the same formula, charge and spin in eV: 2.056

Each line ends with the Mulliken charge.
Geometry (Å):
C  1.40687  -1.12861  0.23319  0.2282
C  0.29180  -0.41757  -0.51234  -0.0764
C  2.77995  -0.28828  0.18716  0.1541
C  3.55050  -0.41856  -1.13070  -1.5265
C  2.56450  1.18770  0.54675  -0.3480
C  3.73437  1.97085  1.01355  -1.4534
C  -2.06143  -0.01411  -0.72740  0.1467
C  -2.20522  1.53730  -0.38264  0.2158
C  -3.28179  -0.76390  -0.18401  -0.9566
C  -2.83094  -1.24279  1.23479  -0.7251
C  -1.34613  -1.48782  1.15070  -0.7117
H  1.29146  -2.75263  -1.23033  0.2140
H  1.42383  -3.29290  0.44740  0.2007
H  1.26227  -1.23756  1.38741  0.2750
H  3.39538  -0.71957  0.94305  0.6316
H  4.70534  -0.37710  -0.94445  0.3188
H  3.18491  0.31461  -1.83545  0.3038
H  3.17306  -1.37580  -1.57940  0.3576
H  2.32773  1.63008  -0.38824  0.2631
H  1.69820  1.37750  1.26923  0.2624
H  3.44136  2.91225  1.56007  0.3620
H  4.22688  1.43082  1.83938  0.3392
H  4.41563  2.34744  0.27600  0.3322
H  -2.06405  -0.05130  -1.87861  0.3609
H  -4.09434  -0.05376  -0.07166  0.3758
H  -3.53765  -1.60178  -0.82856  0.3843
H  -3.43544  -2.09981  1.62339  0.3851
H  -2.92729  -0.38489  1.87706  0.2798
H  -0.78564  -1.19886  1.96240  0.4281
H  -1.15085  -2.46863  0.87736  0.3954
H  -1.65000  2.78717  1.00602  0.3798
N  1.44121  -2.50197  -0.23132  -0.4870
N  -0.96457  -0.59226  -0.01468  0.3152
O  0.44103  0.20318  -1.52481  -0.6401
O  -3.12553  2.08215  -0.89827  -0.5446
O  -1.54702  1.82330  0.77755  -0.4401

Forces on atoms 1 to 6 (eV/Å):
C 1.36 0.07 1.96
C -1.08 -1.05 1.94
C -0.68 -0.09 -0.39
C 0.43 -1.10 0.25
C -1.71 -0.03 0.25
C 0.53 1.08 2.82

| no. | strongest force on any atom (eV Å⁻¹) |
| --- | --- |
| 1 | 0.4 |
| 2 | 4.7 |
| 3 | 6.9 |
| 4 | 5.7 |
| 5 | 1.3 |
| 6 | 4.0 |